Here is a cluster of 4 separate species, C29H68FN5O14P3 in total in a non-equilibrium geometry from the Open Molecules 2025 dataset. Energies are from ωB97M-V/def2-TZVPD.

Each line ends with the Mulliken charge.
Geometry (Å):
1 P 13.16827 3.74999 -4.66644  0.951
2 P 6.35662 0.03145 -1.93764  1.062
3 P -13.90955 -1.04474 1.58995  1.070
4 F -1.39640 -5.72555 5.76169  -0.346
5 O 12.07705 4.95529 -4.57867  -0.327
6 O 5.74297 1.24170 -1.06814  -0.294
7 O 5.19066 -0.07507 -3.09541  -0.372
8 O 6.11547 -1.23363 -1.21037  -0.803
9 O -15.18685 -1.88381 2.04748  -0.300
10 O -12.48740 -0.80091 1.89150  -0.655
11 O 14.03401 4.09455 -3.36343  -0.318
12 O -14.61808 0.39912 1.81887  -0.390
13 O -14.11822 -1.14220 0.00283  -0.364
14 O 12.37530 2.53171 -4.43218  -0.712
15 O 0.23691 -1.91431 0.61651  -0.538
16 O -6.43922 0.26808 3.58906  -0.495
17 O 7.21728 0.99461 -2.90542  -0.216
18 O 14.07497 4.49723 -5.74828  -0.247
19 N -4.30671 -2.11316 3.67296  0.038
20 N 2.08353 -1.29095 1.87809  -0.474
21 N -2.57666 -0.59465 3.42792  -0.155
22 N -2.44370 -2.44975 4.96977  -0.248
23 N -7.37014 -1.86048 3.63791  0.066
24 C -1.62674 -0.89383 2.31951  -0.536
25 C -0.18955 -1.08108 2.79497  -0.021
26 C 3.27439 -1.48958 -2.66327  -1.124
27 C -13.54381 -2.23278 -0.72803  -0.271
28 C -0.98688 -4.50374 5.21954  0.360
29 C -13.31497 2.42817 1.55313  -1.224
30 C -2.25246 -3.89952 4.59724  -0.678
31 C 8.15282 0.47410 -3.88346  -0.138
32 C 0.69875 -1.46644 1.62310  0.225
33 C 12.61003 5.22447 -7.59938  -0.960
34 C -8.10250 -1.49091 4.86227  -1.058
35 C -14.31444 -3.52659 -0.54025  -0.968
36 C 15.08582 3.20964 -2.95311  -0.318
37 C -3.11265 -1.72488 4.02526  -0.304
38 C 10.07941 4.63748 -3.24444  -1.226
39 C 13.77807 4.36149 -7.16213  -0.319
40 C 6.37134 1.61645 0.16321  -0.303
41 C 0.06505 -4.84873 4.17316  -1.278
42 C -15.38624 -2.19750 3.45097  -0.301
43 C -6.37944 -0.89614 3.35427  0.092
44 C 7.46155 -0.06919 -5.12000  -1.051
45 C 16.32369 3.33932 -3.82099  -0.955
46 C -5.14980 -1.48776 2.66432  -0.437
47 C -13.95858 1.45486 2.51802  -0.276
48 C 10.67903 4.68403 -4.63358  -0.329
49 C 4.58641 -1.33099 -3.39994  -0.358
50 C -15.92217 -1.01906 4.24050  -0.975
51 C 7.69463 2.31463 -0.07440  -1.040
52 C -8.28542 -1.93494 2.44384  -1.081
53 H 5.26298 -2.15394 -3.17246  0.398
54 H -4.70473 -2.92272 4.13451  0.372
55 H -16.70225 -0.50414 3.68251  0.280
56 H -12.70492 3.15589 2.09051  0.359
57 H -1.70429 -0.10025 1.58227  0.540
58 H -7.95045 -1.20898 1.70277  0.323
59 H 8.18049 -0.17975 -5.93166  0.440
60 H 8.08577 2.72224 0.85821  0.447
61 H -2.19858 -3.96918 3.51161  0.379
62 H -3.11560 -4.45429 4.95733  0.355
63 H 2.43628 -0.45322 1.43047  0.261
64 H -0.09189 -1.90782 3.50050  -0.124
65 H -15.37492 -3.37125 -0.73452  0.251
66 H -8.96473 -2.14170 4.98240  0.411
67 H 10.48368 3.76002 -5.17859  0.376
68 H -0.57470 -3.89295 6.02419  0.363
69 H 4.41286 -1.34698 -4.47816  0.400
70 H 17.14617 2.76086 -3.39973  0.401
71 H -5.49412 -2.28031 1.99717  0.342
72 H -12.68647 1.90835 0.83032  0.294
73 H -12.49565 -2.35806 -0.44045  0.245
74 H 0.60742 -5.73819 4.48693  0.389
75 H 2.53096 -0.78594 -3.04112  0.306
76 H 14.71947 2.17942 -2.94767  0.286
77 H 11.65854 4.78587 -7.29798  0.198
78 H -1.95028 -1.83255 1.86905  0.239
79 H 6.52349 0.73984 0.80094  0.286
80 H -8.15809 -2.91337 1.98174  0.260
81 H 9.04113 4.30151 -3.29036  0.346
82 H -2.20845 0.06161 4.10671  0.366
83 H -7.44962 -1.68322 5.71386  0.321
84 H -16.32452 -1.35972 5.19441  0.411
85 H -4.63385 -0.74410 2.07113  0.375
86 H 8.78877 1.31241 -4.16141  0.154
87 H 15.32424 3.48097 -1.92606  0.310
88 H -15.13613 -0.29403 4.45340  0.206
89 H 0.18509 -0.14938 3.22089  0.323
90 H -9.31904 -1.76337 2.72229  0.545
91 H 14.68120 4.67092 -7.68393  0.329
92 H -8.42753 -0.45127 4.87633  0.396
93 H 8.43577 1.62480 -0.48251  0.255
94 H 5.66448 2.27370 0.66830  0.343
95 H -13.56589 -1.93825 -1.77591  0.315
96 H 10.63649 3.97295 -2.58395  0.288
97 H 16.13664 2.97656 -4.83301  0.247
98 H 6.65765 0.59387 -5.43516  0.284
99 H 10.22345 5.49590 -5.20494  0.352
100 H 7.57473 3.12231 -0.79552  0.236
101 H -13.93798 -4.29595 -1.21491  0.401
102 H 3.39131 -1.28223 -1.59955  0.178
103 H 12.60079 5.31929 -8.68520  0.411
104 H -14.72618 1.96712 3.10182  0.377
105 H -14.22253 -3.89677 0.48238  0.247
106 H 13.60080 3.31208 -7.40522  0.318
107 H -16.10499 -3.01386 3.47143  0.324
108 H 10.10175 5.62608 -2.78373  0.378
109 H -14.07786 2.96575 0.98924  0.308
110 H -1.55843 -1.99502 5.15215  0.438
111 H 12.67293 6.21435 -7.15057  0.274
112 H -13.22890 1.05793 3.22429  0.340
113 H 7.02358 -1.05006 -4.93148  0.227
114 H 8.78598 -0.28623 -3.42415  0.311
115 H 16.62691 4.38266 -3.90140  0.248
116 H -0.38246 -5.08407 3.20842  0.353
117 H -14.45528 -2.56795 3.88475  0.302
118 H 2.59965 -2.11359 1.59043  0.311
119 H 2.88526 -2.50207 -2.78429  0.374
120 H 0.78923 -4.04398 4.04112  0.324

- Frontier orbital gap: 8.07 eV
- Net charge: +1



Here is a cluster of 10 separate species, C29H69N9O10S in total in a non-equilibrium geometry from the Open Molecules 2025 dataset. Energies are from ωB97M-V/def2-TZVPD.

Each line ends with the Mulliken charge.
Geometry (Å):
1 S 0.96281 -0.64818 -0.19764  0.455
2 O 10.96980 2.97927 1.01233  -0.650
3 O 0.37367 5.01226 3.80050  -0.697
4 O -7.07530 0.75717 7.36625  -0.627
5 O 0.68674 -1.90271 -1.10558  -0.584
6 O 4.75747 -5.23273 -6.27045  -0.611
7 O -6.48216 -5.40544 0.28208  -0.630
8 O -1.50840 -6.68705 -5.35128  -0.661
9 O 4.54510 7.98919 -2.55626  -0.655
10 O -1.72487 1.76401 -6.41423  -0.668
11 O -1.49466 -4.15641 6.84340  -0.623
12 N -3.03542 -5.79039 7.12097  -0.183
13 N -1.72664 -6.23637 -3.12224  -0.156
14 N 3.19201 -4.14243 -5.20577  -0.175
15 N 1.10426 5.56775 5.86895  -0.204
16 N 10.41852 1.96644 2.94547  -0.196
17 N -5.87018 1.93584 5.83952  -0.212
18 N 0.07081 3.04618 -7.02729  -0.150
19 N -7.45068 -3.56207 -0.59814  -0.172
20 N 3.61603 6.87232 -4.38279  -0.193
21 C -2.66661 -4.97320 4.99210  -1.170
22 C -1.33620 3.82169 -5.27589  -1.157
23 C 2.62916 8.88452 -3.57567  -0.906
24 C -6.86405 -2.65962 0.33638  -0.870
25 C -4.74053 1.00827 5.69511  -0.810
26 C 8.75732 2.01794 1.22941  -0.900
27 C -2.48543 -4.48854 -4.70346  -1.041
28 C 10.14464 2.35773 1.69029  0.639
29 C -2.31120 -4.92391 6.44530  0.725
30 C 0.20054 5.57626 4.92808  0.773
31 C 4.09041 -5.10992 -5.29641  0.666
32 C 11.63357 2.27091 3.64459  -0.853
33 C -0.97971 2.77479 -6.27340  0.714
34 C -7.96898 2.86458 6.70111  -0.945
35 C 2.96536 -2.99809 -6.17526  -0.859
36 C 2.09250 0.35854 -1.29634  -0.864
37 C -0.92050 6.51978 5.38150  -0.931
38 C 0.63698 2.35340 -8.15894  -0.872
39 C 2.46253 4.90776 5.84118  -0.824
40 C -1.41741 -7.56609 -2.61620  -0.867
41 C -2.91813 -6.06550 8.54767  -0.806
42 C -1.85767 -5.89599 -4.40074  0.693
43 C -7.96571 -5.77881 -1.50022  -1.001
44 C 3.68053 7.81445 -3.45299  0.682
45 C -7.19931 -4.88226 -0.54583  0.701
46 C -0.55807 0.46674 -0.25108  -0.865
47 C -6.95330 1.74233 6.62201  0.674
48 C 4.60569 5.70971 -4.50202  -0.890
49 C 4.10289 -6.11337 -4.17895  -1.005
50 H 11.83604 1.63961 4.50978  0.329
51 H -6.18127 -1.90247 -0.04913  0.299
52 H 9.85495 1.16719 3.19785  0.246
53 H -1.80301 -7.59413 -1.59707  0.344
54 H 8.21220 1.84962 2.15818  0.302
55 H -8.99919 2.53811 6.55908  0.284
56 H -0.44655 1.50625 0.05729  0.366
57 H -2.44476 -5.88299 4.43427  0.315
58 H -0.68258 6.95030 6.35420  0.269
59 H -0.38345 -7.90494 -2.55134  0.248
60 H -3.83009 1.47700 5.32164  0.329
61 H 2.99783 6.96585 -5.17600  0.228
62 H 1.75838 8.75731 -2.93251  0.223
63 H -8.47439 -6.58243 -0.96772  0.263
64 H 4.28640 -5.53770 -3.27174  0.310
65 H -8.69922 -5.33129 -2.17088  0.317
66 H 0.04967 1.66804 -8.77004  0.311
67 H 5.58809 5.89563 -4.06798  0.319
68 H 4.86503 5.50364 -5.54047  0.334
69 H 2.98944 -0.23679 -1.46715  0.319
70 H -0.57426 3.93744 -4.50508  0.295
71 H 2.62370 -3.36421 -7.14342  0.302
72 H 8.32332 2.90547 0.76895  0.283
73 H 11.57160 3.30162 3.99371  0.263
74 H 0.88292 6.13158 6.67716  0.184
75 H -0.84849 7.40532 4.75005  0.254
76 H -8.01034 -3.24059 -1.37501  0.212
77 H 1.60538 0.45271 -2.26688  0.254
78 H 2.16075 -2.32485 -5.87956  0.320
79 H -6.27013 -3.21396 1.06306  0.317
80 H -3.28561 -7.08993 8.60771  0.310
81 H -7.97951 3.38773 7.65731  0.235
82 H -4.96549 0.14997 5.06201  0.236
83 H 3.87416 -2.42179 -6.34861  0.267
84 H -7.54814 -2.00365 0.87472  0.291
85 H -7.27383 -6.24228 -2.20350  0.273
86 H 2.64792 4.08830 6.53560  0.292
87 H 3.07438 9.80237 -3.19170  0.264
88 H -4.53133 0.71824 6.72478  0.284
89 H -2.13342 -4.11582 4.58137  0.289
90 H -3.04596 -4.57298 -5.63446  0.290
91 H -1.82519 -5.54321 -2.39428  0.258
92 H 4.17346 4.80983 -4.06441  0.278
93 H -2.31122 3.58675 -4.84900  0.312
94 H 1.57076 1.90715 -7.81687  0.281
95 H -1.95532 -5.91830 9.03698  0.295
96 H 2.17410 1.35858 -0.87049  0.355
97 H 3.19043 5.65071 6.16720  0.289
98 H -1.75416 -3.68301 -4.77034  0.281
99 H -1.32968 -0.05862 0.31169  0.284
100 H -1.95132 6.16693 5.41320  0.281
101 H -3.74858 -4.86885 4.91103  0.335
102 H 3.13176 -6.60826 -4.16945  0.253
103 H -7.85901 3.60199 5.90597  0.306
104 H -5.79225 2.77287 5.27969  0.245
105 H -3.51410 -5.34903 9.11300  0.255
106 H 2.66135 4.47038 4.86277  0.313
107 H -3.44119 -6.43851 6.46114  0.258
108 H 0.82025 3.17747 -8.84845  0.327
109 H -1.98257 -8.29498 -3.19708  0.295
110 H 12.51875 2.34959 3.01343  0.307
111 H 4.80694 -6.92558 -4.35990  0.282
112 H 2.55270 8.91491 -4.66256  0.316
113 H 0.31629 4.01960 -6.91641  0.237
114 H 2.39776 -4.27650 -4.59642  0.251
115 H -3.14191 -4.02196 -3.96900  0.318
116 H -1.64878 4.75859 -5.73700  0.367
117 H -0.89692 0.51544 -1.28592  0.279
118 H 8.85860 1.16879 0.55354  0.230

- Frontier orbital gap: 8.95 eV
- Net charge: 0
- Energy relative to the best compared isomer or geometry (same formula, charge and spin): 135.1 kcal per mole



Number 1: E -97873.81635 eV, highest occupied orbital energy -11.3402 eV. Number 2: E -75911.44791 eV, highest occupied orbital energy -9.1206 eV.